A structure of composition C2H7FNO2PS2 at a distorted geometry. Source: the Open Molecules 2025 dataset; level of theory: wB97M-V/def2-TZVPD.

Each line ends with the natural charge from an NBO analysis.
CARTESIAN COORDINATES (ANGSTROEM)
1 H 1.3581 2.3401 1.0563  0.22
2 C 0.8103 1.9853 0.1826  -0.63
3 O 1.7750 -1.4732 0.2153  -0.89
4 H -2.3669 -1.4973 -1.1275  -0.02
5 F 0.3868 -2.2365 -1.6157  -0.46
6 C -0.0427 0.7925 0.6496  -0.24
7 S 1.0178 -1.0284 -0.8788  2.55
8 H -1.0053 1.2058 0.9506  0.21
9 S -1.2166 -2.8262 1.0735  -0.52
10 H 1.4973 1.7410 -0.6216  0.24
11 O 1.7383 -0.3089 -1.8424  -0.91
12 N -0.3490 -0.1915 -0.4282  -0.97
13 H 0.3724 0.3327 1.5487  0.22
14 P -1.6727 -1.2443 0.0700  1.00
15 H -2.4569 -0.3967 0.8729  -0.01
16 H 0.1541 2.8055 -0.1052  0.21

**2S+1**: 1
**HOMO level**: -9.35 eV
**Total energy**: -1523.2110 Ha
**M**: 191.2 g mol⁻¹
**Charge**: 0